(1)
DFT (the ωB97M-V functional and the def2-TZVPD basis) results for 2 unconnected molecules or ions with the total composition C2FN3 in a non-equilibrium geometry.

Geometry as ORCA input:
```
! wB97M-V def2-TZVPD RIJCOSX def2/J DEFGRID3
* xyz 0 1
C 0.956 -0.386 -0.949
C 1.069 -1.017 0.248
N 1.057 0.090 -2.018
N -1.519 0.524 0.474
N -1.961 1.428 0.937
F 0.397 -0.640 1.308
*
```

Calculated values
**HOMO level (spin up / spin down)**: -10.13 / -10.13 eV
**LUMO energy (spin up / spin down)**: -0.084 / -0.084 hartree
**ΔE to the lowest compared entry with this formula, charge and spin**: 13.2 kcal per mole

(2)
DFT (the ωB97M-V functional and the def2-TZVPD basis) results for C2FN3OS in the gas phase.

Geometry as ORCA input:
```
! wB97M-V def2-TZVPD RIJCOSX def2/J DEFGRID3
* xyz 0 1
C -1.076 -0.509 0.003
C 1.179 -0.074 0.005
N -1.422 0.714 0.000
N -0.389 1.642 0.000
N 0.821 1.284 -0.002
O 0.140 -1.007 -0.005
F -1.960 -1.456 0.000
S 2.707 -0.596 0.000
*
```

Calculated values
**SMILES**: Fc1nnnc(=S)o1
**HOMO level**: -10.05 eV
**LUMO energy**: -0.068 hartree
**ΔE to the lowest compared entry with this formula, charge and spin**: 0.1 kcal per mole

(3)
DFT (the ωB97M-V functional and the def2-TZVPD basis) results for 3 unconnected molecules or ions with the total composition C2FNO5 in a non-equilibrium geometry.

Geometry as ORCA input:
```
! wB97M-V def2-TZVPD RIJCOSX def2/J DEFGRID3
* xyz 0 1
C 0.790 -0.549 -0.348
C -1.129 -0.348 0.353
N 1.520 0.630 0.200
O 2.421 0.927 -0.537
O 1.103 -1.598 -0.709
O -1.018 -0.821 1.398
O 1.103 1.161 1.182
O -1.439 0.126 -0.665
F -3.351 0.471 -0.874
*
```

Calculated values
**HOMO level (spin up / spin down)**: -10.11 / -12.88 eV
**LUMO energy (spin up / spin down)**: -0.109 / -0.092 hartree
**ΔE to the lowest compared entry with this formula, charge and spin**: 165.5 kcal per mole

(4)
DFT (the ωB97M-V functional and the def2-TZVPD basis) results for a gas-phase ion, C2FO4 (charge -1) in a non-equilibrium geometry.

Geometry as ORCA input:
```
! wB97M-V def2-TZVPD RIJCOSX def2/J DEFGRID3
* xyz -1 1
C 1.139 0.088 -0.318
C -0.167 -0.233 0.511
O 1.875 -0.784 -0.771
O 1.220 1.338 -0.259
O -1.445 -0.096 0.079
O -2.418 -0.305 -1.079
F -0.205 -0.008 1.838
*
```

Calculated values
**HOMO level**: -5.25 eV
**LUMO energy**: 0.137 hartree
**ΔE to the lowest compared entry with this formula, charge and spin**: 47.5 kcal per mole

(5)
DFT (the ωB97M-V functional and the def2-TZVPD basis) results for a molecular structure, C2H10BCl3CrN2O16 in a non-equilibrium geometry.

Geometry as ORCA input:
```
! wB97M-V def2-TZVPD RIJCOSX def2/J DEFGRID3
* xyz -2 5
Cr -17.501 -2.679 17.144
Cl -15.080 -1.611 15.351
O -13.872 -0.890 15.652
O -16.302 -0.790 15.331
O -14.920 -2.252 14.082
O -15.328 -2.586 16.390
Cl -20.990 -4.469 17.806
O -20.941 -5.724 18.500
O -21.395 -4.558 16.450
O -21.923 -3.650 18.589
O -19.643 -3.857 17.943
Cl -16.031 -6.150 18.547
O -16.688 -6.715 17.390
O -16.377 -6.885 19.756
O -14.590 -6.214 18.425
O -16.487 -4.771 18.582
B -17.703 -1.022 18.752
H -17.987 0.088 18.826
H -16.779 -1.226 18.136
H -17.574 -1.501 19.790
H -18.581 -1.497 18.225
C -20.887 -1.489 14.464
N -20.149 -1.007 15.634
O -20.489 -0.018 16.222
O -19.169 -1.674 15.914
H -21.928 -1.209 14.607
H -20.858 -2.574 14.477
H -20.394 -1.020 13.616
C -18.359 -5.897 14.178
N -17.334 -4.909 14.549
O -17.756 -4.014 15.272
O -16.190 -5.206 14.345
H -19.376 -5.521 14.099
H -18.398 -6.601 15.011
H -18.024 -6.311 13.230
*
```

Calculated values
**HOMO level (spin up / spin down)**: -3.76 / -4.08 eV
**LUMO energy (spin up / spin down)**: 0.158 / 0.157 hartree
**Expectation value of S²**: 6.01
**ΔE to the lowest compared entry with this formula, charge and spin**: 0.0 kcal per mole

(6)
DFT (the ωB97M-V functional and the def2-TZVPD basis) results for 2 unconnected molecules or ions with the total composition C2H10BNO3 in a non-equilibrium geometry.

Geometry as ORCA input:
```
! wB97M-V def2-TZVPD RIJCOSX def2/J DEFGRID3
* xyz 0 1
N -1.005 0.543 -0.480
B -1.913 1.749 -0.264
O -1.355 2.959 -0.008
O -3.247 1.587 -0.327
H -0.574 -0.043 0.342
H -0.146 0.782 -0.970
H -1.398 -0.220 -1.028
H -0.882 3.385 -0.722
H -3.581 0.687 -0.306
C 2.297 -0.899 0.626
C 1.238 -1.962 0.319
O -0.021 -1.461 0.105
H 2.027 -0.347 1.531
H 3.284 -1.339 0.785
H 2.382 -0.192 -0.207
H 1.279 -2.691 1.154
H 1.617 -2.538 -0.549
*
```

Calculated values
**HOMO level**: -7.50 eV
**LUMO energy**: -0.010 hartree

(7)
DFT (the ωB97M-V functional and the def2-TZVPD basis) results for a molecular structure, C2H10F3HgN2O3S in a non-equilibrium geometry.

Geometry as ORCA input:
```
! wB97M-V def2-TZVPD RIJCOSX def2/J DEFGRID3
* xyz -1 1
C -2.476 0.098 -2.238
Hg -0.577 0.695 -1.492
N 2.127 0.665 0.587
N 1.286 -0.777 -2.790
H 1.278 -0.005 0.757
H 1.877 1.366 -0.129
H -3.209 0.632 -1.619
H -2.569 -0.989 -2.082
H -2.553 0.368 -3.296
H 1.435 -1.639 -2.262
H 2.201 -0.379 -3.037
H 0.816 -1.035 -3.662
H 2.939 0.140 0.228
H 2.374 1.135 1.465
F -1.100 0.814 4.047
C -0.267 0.174 3.215
F 0.781 1.046 2.946
F 0.254 -0.905 3.830
S -1.085 -0.289 1.615
O 0.061 -0.924 0.871
O -2.133 -1.203 1.995
O -1.459 1.012 1.052
*
```

Calculated values
**HOMO level (spin up / spin down)**: -0.95 / -0.95 eV
**LUMO energy (spin up / spin down)**: 0.118 / 0.118 hartree

(8)
DFT (the ωB97M-V functional and the def2-TZVPD basis) results for a molecular structure, C2H10MnO10 in a non-equilibrium geometry.

Geometry as ORCA input:
```
! wB97M-V def2-TZVPD RIJCOSX def2/J DEFGRID3
* xyz 0 6
Mn -15.167 -6.781 -10.945
C -15.143 -4.385 -12.075
O -14.172 -5.200 -11.999
O -14.938 -3.139 -12.570
O -16.288 -4.682 -11.639
H -14.084 -2.923 -12.905
C -12.723 -7.937 -11.186
O -13.010 -7.206 -10.243
O -11.563 -8.482 -11.386
O -13.621 -8.027 -12.053
H -10.949 -8.186 -10.729
O -15.097 -5.539 -9.059
H -14.670 -5.515 -8.190
H -15.673 -4.757 -9.079
O -17.390 -6.703 -10.179
H -17.993 -7.407 -10.072
H -17.802 -5.859 -10.272
O -16.132 -7.385 -12.823
H -15.982 -8.182 -13.327
H -16.157 -6.739 -13.555
O -15.459 -8.723 -9.794
H -16.085 -8.816 -9.041
H -14.658 -9.174 -9.493
*
```

Calculated values
**HOMO level (spin up / spin down)**: -8.07 / -8.51 eV
**LUMO energy (spin up / spin down)**: -0.004 / -0.004 hartree
**Expectation value of S²**: 8.75
**ΔE to the lowest compared entry with this formula, charge and spin**: 0.0 kcal per mole